one) Here is a molecular structure, C3H8NS from OMol25. Energies are from ωB97M-V with the def2-TZVPD basis set.

Last column: Mulliken charge in e.
Cartesian coordinates (Å):
1 C 0.5400 0.6869 0.8536  -0.401
2 C -0.6441 -0.2573 1.0267  -0.431
3 C 0.1911 -0.2834 -0.1484  -0.052
4 N -0.4003 0.3756 -1.3759  -0.349
5 S 1.7966 -1.7956 -0.9162  -0.106
6 H 0.4320 1.7836 0.8067  0.218
7 H 1.4230 0.4735 1.5031  0.235
8 H -0.6088 -0.8807 1.8457  0.296
9 H -1.6609 0.1157 0.6765  0.184
10 H -1.0987 -0.3490 -1.7194  0.410
11 H 0.2255 0.4323 -2.2113  0.384
12 H -0.9879 1.2753 -1.0630  0.408
13 H 0.7551 -2.6833 -1.3731  0.204

Calculated values
HOMO energy, eV: -13.908
Charge: +1



two) Here is a gas-phase ion, C3H8NS (charge +1) from OMol25. Energies are from ωB97M-V with the def2-TZVPD basis set.

Last column: Mulliken charge in e.
Cartesian coordinates (Å):
1 C -0.2789 0.0015 -0.2461  -0.319
2 C -1.8648 0.0896 -0.0186  -0.949
3 C 1.0276 0.1753 0.4220  0.226
4 N 2.0052 0.8361 -0.0849  -0.309
5 S 0.4505 -1.7461 -0.2728  0.013
6 H -0.1257 0.2204 -1.2713  0.353
7 H -2.2614 -0.5672 0.8220  0.277
8 H -2.1942 -0.2800 -1.0255  0.303
9 H -2.2588 1.0312 0.0834  0.367
10 H 0.8861 0.0656 1.5309  0.352
11 H 1.7678 1.2838 -1.0223  0.265
12 H 2.9363 0.8662 0.2495  0.242
13 H -0.0897 -1.9765 0.8335  0.181

Calculated values
HOMO energy, eV: -14.729
Charge: +1



Name the least stable of them. one).



one) Here is C3H5NO4 in the gas phase from OMol25. Energies are from ωB97M-V with the def2-TZVPD basis set.

Last column: Mulliken charge in e.
Cartesian coordinates (Å):
1 O -2.3243 1.8559 -0.6342  -0.580
2 C -1.5302 1.0073 -0.2343  0.536
3 O -1.2383 1.0286 1.0604  -0.488
4 C -0.8195 0.0432 -1.1151  -0.345
5 O 0.5916 0.1195 -1.3089  -0.321
6 C 1.5408 -0.3418 -0.3920  0.000
7 N 0.9876 -0.3867 0.8503  -0.289
8 O 1.8633 -1.1891 1.6477  -0.479
9 H -0.5327 0.3795 1.1085  0.626
10 H -1.1584 -0.9912 -0.7320  0.327
11 H -1.1733 0.1448 -2.1115  0.262
12 H 2.5873 -0.4513 -0.6493  0.381
13 H 1.2062 -1.2187 2.5104  0.371

Calculated values
HOMO energy, eV: -9.901
SMILES: O=C(O)CO/C=N/O



two) Here is 2 unconnected molecules or ions with the total composition C3H5NO4 from OMol25. Energies are from ωB97M-V with the def2-TZVPD basis set.

Last column: Mulliken charge in e.
Cartesian coordinates (Å):
1 C -1.9425 1.5517 -0.5396  -0.002
2 C 0.8830 -0.7043 0.0293  -0.627
3 C -0.8055 0.8595 0.0724  0.005
4 N -2.6395 -0.8618 -0.1525  0.701
5 O -3.5900 -0.5986 0.5370  -0.399
6 O -2.8793 1.9517 0.1252  -0.496
7 O -2.1928 -1.8171 -0.7262  -0.474
8 O 0.1764 0.2635 -0.6216  -0.265
9 H -1.8982 1.5206 -1.5475  0.425
10 H 2.1010 -0.6874 -0.1444  0.200
11 H 0.5116 -1.5779 -0.3982  0.304
12 H 0.6486 -0.7367 1.0358  0.363
13 H -0.8210 0.7355 1.2337  0.266

Calculated values
HOMO energy (spin up / spin down), eV: -9.735 / -8.519



Name the least stable of them. two).



one) Here is C3H5NO4 in the gas phase from OMol25. Energies are from ωB97M-V with the def2-TZVPD basis set.

Last column: Mulliken charge in e.
Cartesian coordinates (Å):
1 O -2.3113 -1.4717 -0.1434  -0.538
2 C -1.5226 -0.4983 -0.1151  0.352
3 O -1.9483 0.8628 -0.3435  -0.483
4 C -0.0595 -0.3794 -0.0129  0.772
5 C 0.4029 0.9398 0.4989  -0.299
6 O 1.1408 1.3008 -0.7015  -0.537
7 N 0.4570 -1.4603 -0.4586  -0.395
8 O 1.8864 -1.3355 -0.0385  -0.490
9 H -2.9437 0.7519 -0.0711  0.352
10 H -0.4885 1.5421 0.5482  0.349
11 H 0.9516 1.0846 1.5018  0.230
12 H 2.0952 0.9927 -0.6892  0.347
13 H 2.3399 -2.3297 0.0251  0.340

Calculated values
HOMO energy, eV: -10.316
SMILES: O=C(O)/C(CO)=N/O



two) Here is 2 unconnected molecules or ions with the total composition C3H5NO4 from OMol25. Energies are from ωB97M-V with the def2-TZVPD basis set.

Last column: Mulliken charge in e.
Cartesian coordinates (Å):
1 C -1.8806 0.3777 0.3016  0.210
2 C 0.4804 0.9249 -0.4909  -0.136
3 C 1.4939 0.0121 0.0987  0.431
4 H -1.3039 -2.1547 -1.1948  0.437
5 H -2.6781 1.0974 0.7460  0.302
6 H 0.9994 1.9587 -0.5035  0.252
7 H 0.2471 0.7963 -1.5426  0.272
8 H 1.9333 -1.2061 1.5159  0.365
9 N -1.8668 -0.8592 0.0322  -0.402
10 O -0.4582 -1.3813 -0.2487  -0.450
11 O -0.6421 1.1323 0.3924  -0.346
12 O 1.2568 -0.4533 1.3576  -0.475
13 O 2.4188 -0.2448 -0.4637  -0.461

Calculated values
HOMO energy, eV: -9.944



Name the least stable of them. two).



one) Here is 4 unconnected molecules or ions with the total composition C3H6N4O from OMol25. Energies are from ωB97M-V with the def2-TZVPD basis set.

Last column: Mulliken charge in e.
Cartesian coordinates (Å):
1 C -0.1096 -0.6227 -0.7349  0.264
2 C -0.5365 0.0100 1.2943  0.380
3 C 0.0957 1.1794 0.7149  -0.488
4 H 1.3839 -2.3749 -1.1514  0.321
5 H -0.8634 -1.9941 -2.3466  0.330
6 H -1.8001 0.7482 2.7872  0.398
7 H 0.3193 2.1156 1.1007  0.443
8 H 0.5642 1.4936 -2.3916  0.301
9 H 2.0213 0.6084 -1.5881  0.320
10 N 0.3753 -1.4053 -1.8303  -0.647
11 N -0.5405 -1.1051 0.4992  -0.614
12 N 0.2416 0.6777 -0.6347  0.154
13 N 1.1697 1.5019 -1.5214  -0.581
14 O -0.8807 -0.2101 2.5444  -0.581

Calculated values
HOMO energy, eV: -7.978



two) Here is C3H6N4O in the gas phase from OMol25. Energies are from ωB97M-V with the def2-TZVPD basis set.

Last column: Mulliken charge in e.
Cartesian coordinates (Å):
1 N -1.8224 0.1746 1.3141  -0.571
2 C -0.7707 0.3790 0.3669  0.794
3 C -0.4697 1.5394 -0.3639  -0.617
4 N 0.5842 1.3924 -1.1387  -0.839
5 N 0.9961 0.1479 -1.0381  0.626
6 O 2.2835 -0.3165 -1.4650  -0.474
7 C 0.1570 -0.5694 0.0127  -0.257
8 N 0.4281 -1.8648 0.3001  -0.413
9 H -2.6937 0.8266 1.2276  0.250
10 H -1.5338 0.1278 2.2773  0.228
11 H -1.0001 2.4019 -0.3742  0.512
12 H 2.7051 0.4008 -1.8492  0.353
13 H 1.3458 -2.1891 -0.0451  0.228
14 H -0.2093 -2.4507 0.7754  0.181

Calculated values
HOMO energy, eV: -7.579
SMILES: Nc1cnn(O)c1N



three) Here is C3H6N4O in the gas phase from OMol25. Energies are from ωB97M-V with the def2-TZVPD basis set.

Last column: Mulliken charge in e.
Cartesian coordinates (Å):
1 H -0.1417 -1.7178 1.8013  0.250
2 N 0.3534 -1.9434 0.7102  -0.709
3 C 0.1839 -0.8435 0.0117  0.414
4 C 0.0809 0.6497 0.5651  0.227
5 N 0.5578 1.2736 1.9617  -0.551
6 C -0.2378 1.4243 -0.3982  -0.493
7 O -0.2011 0.8238 -1.6381  -0.349
8 N 0.2604 -0.5947 -1.2608  0.243
9 N -0.2922 -1.3616 -2.2605  -0.552
10 H 0.8739 2.3909 1.9662  0.259
11 H 0.0934 1.1742 2.8918  0.220
12 H -0.5558 2.4593 -0.2887  0.424
13 H 0.4080 -2.1620 -2.3360  0.308
14 H -1.3832 -1.5728 -1.7257  0.310

Calculated values
HOMO energy, eV: -8.607
SMILES: [H]/N=c1\c(N)con1N



four) Here is a molecular structure, C3H6N4O from OMol25. Energies are from ωB97M-V with the def2-TZVPD basis set.

Last column: Mulliken charge in e.
Cartesian coordinates (Å):
1 C 0.4382 1.1126 -0.7855  0.594
2 C -0.5180 1.0970 1.4013  0.033
3 C -0.3360 -2.2796 0.6683  -0.225
4 H 0.6040 0.4565 -2.8225  0.287
5 H -0.6945 -0.2169 -2.0322  0.291
6 H 1.7680 1.7842 0.3728  0.267
7 H -0.9927 1.8711 1.8983  0.426
8 H -0.6385 -3.0883 -0.2792  0.198
9 H 0.2535 -3.0700 1.5882  0.228
10 N -0.0445 0.7373 -2.0802  -0.557
11 N 1.7518 1.3596 -0.6459  -0.619
12 N -0.4345 -0.1716 1.8442  -0.566
13 N -0.6142 -1.0183 0.7311  -0.041
14 O -0.5426 1.4265 0.1414  -0.317

Calculated values
HOMO energy, eV: -9.501



Name the least stable of them. one).